(1)
# C10H13AuF5N3O

C10H13AuF5N3O as an isolated structure at a distorted geometry (ωB97M-V/def2-TZVPD, the OMol25 dataset).

The value obtained for the HOMO energy is -7.20 eV. Its LUMO energy is 0.23 eV. For the energy relative to the best compared isomer or geometry (same formula, charge and spin), the calculation gives 0.105 eV. As for the HOMO-LUMO gap: 7.43 eV.

```
! wB97M-V def2-TZVPD RIJCOSX def2/J DEFGRID3
* xyz 0 1
Au 0.41 0.06 0.44
N 1.72 0.57 -1.47
C 0.98 0.46 -2.72
C -0.47 0.92 -2.52
N -1.13 0.20 -1.45
C -1.71 -1.10 -1.75
C -0.70 -2.25 -1.63
N -0.01 -2.20 -0.35
H 2.56 0.01 -1.48
H 1.98 1.53 -1.27
H 1.42 1.05 -3.52
H 1.00 -0.59 -3.03
H -0.45 1.97 -2.23
H -1.01 0.82 -3.47
H -1.84 0.79 -1.02
H -2.50 -1.27 -1.02
H -2.15 -1.12 -2.76
H -1.27 -3.19 -1.75
H 0.03 -2.21 -2.43
H -0.63 -2.48 0.40
H 0.80 -2.80 -0.34
F -4.09 -0.86 5.65
C -3.16 -0.37 4.80
C -2.33 0.68 5.18
F -2.46 1.23 6.41
C -1.36 1.16 4.32
F -0.58 2.18 4.73
C -1.13 0.62 3.03
O -0.17 1.06 2.30
C -2.05 -0.39 2.68
F -1.97 -0.95 1.43
C -3.01 -0.89 3.53
F -3.81 -1.90 3.11
*
```



(2)
# C3H7O2S2

A 2-piece molecular cluster, C3H7O2S2 overall (ωB97M-V/def2-TZVPD, the OMol25 dataset).

The value obtained for the HOMO energy is -4.42 eV. Its LUMO energy is 3.42 eV. For the energy relative to the best compared isomer or geometry (same formula, charge and spin), the calculation gives 0.038 eV. As for the HOMO-LUMO gap: 7.83 eV.

```
! wB97M-V def2-TZVPD RIJCOSX def2/J DEFGRID3
* xyz -1 1
O -2.21 -0.40 -0.14
C -2.11 -1.37 0.67
O -1.19 -1.61 1.46
H -2.97 -2.08 0.65
C 0.22 1.08 1.82
C 1.34 0.46 1.00
S 1.41 1.12 -0.70
S 0.35 -0.31 -1.76
H -0.73 0.95 1.30
H 0.38 2.15 1.98
H 0.14 0.58 2.79
H 1.19 -0.62 0.93
H 2.31 0.66 1.44
H -0.88 -0.20 -1.07
*
```



(3)
# C54H58F4N6O30S2

A 12-piece molecular cluster, C54H58F4N6O30S2 overall at a distorted geometry (ωB97M-V/def2-TZVPD, the OMol25 dataset).

The value obtained for the HOMO energy is -9.84 eV. Its LUMO energy is -0.90 eV. As for the HOMO-LUMO gap: 8.93 eV.

```
! wB97M-V def2-TZVPD RIJCOSX def2/J DEFGRID3
* xyz 0 1
C -11.14 -16.05 26.98
C -12.27 -15.46 26.40
C -13.02 -14.43 27.06
C -12.64 -14.06 28.38
C -11.53 -14.69 29.03
C -10.88 -15.75 28.36
N -13.40 -12.99 29.08
O -14.44 -12.57 28.52
O -13.12 -12.67 30.24
H -10.54 -16.78 26.47
H -12.64 -15.79 25.44
H -13.81 -13.92 26.52
H -11.18 -14.43 30.02
H -10.07 -16.22 28.90
C 3.59 -34.52 28.57
C 4.15 -33.26 28.46
C 3.76 -32.28 29.39
C 2.73 -32.52 30.31
C 2.20 -33.75 30.39
C 2.64 -34.79 29.59
N 2.20 -31.36 31.10
O 2.92 -30.31 31.22
O 1.03 -31.40 31.46
H 3.79 -35.26 27.81
H 4.87 -32.85 27.76
H 4.21 -31.30 29.28
H 1.34 -33.81 31.04
H 2.08 -35.71 29.66
C 8.35 -24.46 37.67
C 7.35 -25.47 37.44
C 6.04 -25.10 37.25
C 5.73 -23.73 37.21
C 6.74 -22.79 37.24
C 8.04 -23.16 37.46
N 4.33 -23.27 37.22
O 3.47 -24.05 37.64
O 4.09 -22.19 36.82
H 9.38 -24.73 37.86
H 7.65 -26.51 37.52
H 5.23 -25.81 37.18
H 6.65 -21.74 37.01
H 8.78 -22.38 37.42
C -7.27 -17.86 42.35
C -8.34 -16.99 42.08
C -8.59 -16.61 40.80
C -7.83 -17.06 39.70
C -6.81 -17.95 39.98
C -6.52 -18.40 41.29
N -8.05 -16.54 38.37
O -9.13 -16.07 38.04
O -7.10 -16.64 37.55
H -7.05 -18.07 43.38
H -8.93 -16.47 42.82
H -9.37 -15.88 40.64
H -6.20 -18.38 39.19
H -5.72 -19.11 41.42
C -3.92 -26.05 42.17
C -2.86 -25.75 43.08
C -3.10 -25.13 44.35
C -4.43 -24.90 44.67
C -5.52 -25.16 43.75
C -5.22 -25.75 42.53
N -4.76 -24.38 45.98
O -3.85 -23.81 46.63
O -5.91 -24.38 46.37
H -3.74 -26.53 41.23
H -1.84 -26.03 42.84
H -2.22 -24.99 44.95
H -6.56 -25.02 44.01
H -6.02 -25.97 41.83
C -3.51 -22.16 32.52
C -3.39 -23.59 32.34
C -3.78 -24.11 31.11
C -4.24 -23.27 30.06
C -4.27 -21.90 30.27
C -3.92 -21.31 31.48
N -4.79 -23.90 28.82
O -5.09 -23.09 27.88
O -4.90 -25.13 28.78
H -3.11 -21.72 33.42
H -3.04 -24.14 33.20
H -3.81 -25.17 30.95
H -4.43 -21.26 29.40
H -3.91 -20.25 31.66
O -2.52 -10.43 37.30
S -2.55 -11.40 38.47
O -3.79 -11.69 39.09
O -1.89 -12.74 37.87
C -1.82 -13.83 38.73
C -1.47 -15.07 38.00
C -1.23 -10.78 39.73
H -2.71 -13.95 39.36
H -0.97 -13.58 39.36
H -2.01 -15.11 37.06
H -1.54 -15.95 38.64
H -0.45 -14.98 37.65
H -0.95 -11.56 40.45
H -1.65 -9.89 40.19
H -0.35 -10.34 39.28
O -1.68 -28.45 22.49
S -0.49 -29.05 23.07
O 0.66 -28.20 23.50
O -0.78 -30.07 24.34
C -2.02 -30.80 24.33
C -1.80 -32.02 25.25
C 0.12 -30.36 21.85
H -2.36 -31.14 23.35
H -2.87 -30.18 24.64
H -2.79 -32.32 25.60
H -1.13 -31.83 26.09
H -1.36 -32.90 24.78
H 0.17 -29.95 20.84
H -0.54 -31.22 21.90
H 1.15 -30.64 22.10
C -4.98 -32.16 34.63
C -4.98 -31.12 35.73
O -6.09 -31.59 36.50
C -6.89 -32.29 35.70
O -8.06 -32.59 35.94
O -6.26 -32.53 34.57
F -5.23 -29.99 35.05
H -4.28 -32.92 34.96
H -4.61 -31.76 33.69
H -4.02 -31.02 36.25
C -9.36 -22.88 34.53
C -10.54 -22.02 34.57
O -10.60 -21.72 35.96
C -10.09 -22.72 36.66
O -10.16 -22.75 37.84
O -9.37 -23.47 35.82
F -11.64 -22.71 34.24
H -8.45 -22.29 34.46
H -9.48 -23.74 33.86
H -10.46 -21.14 33.94
C -2.95 -12.13 30.80
C -4.37 -12.33 31.40
O -4.84 -13.45 30.72
C -4.09 -13.62 29.62
O -4.30 -14.48 28.76
O -3.21 -12.67 29.54
F -5.03 -11.27 31.03
H -2.20 -12.73 31.31
H -2.59 -11.11 30.73
H -4.37 -12.44 32.48
C -5.11 -21.35 19.69
C -5.37 -20.05 20.41
O -5.65 -19.11 19.41
C -5.61 -19.72 18.22
O -5.87 -19.30 17.12
O -5.30 -21.08 18.38
F -4.32 -19.58 21.03
H -5.77 -22.14 20.05
H -4.15 -21.75 20.00
H -6.17 -20.12 21.16
*
```



(4)
# C18H31BCuF6N7O5S5

C18H31BCuF6N7O5S5 as an isolated structure at a distorted geometry (ωB97M-V/def2-TZVPD, the OMol25 dataset).

The value obtained for the HOMO energy (alpha / beta) is -5.17 / -5.33 eV. Its LUMO energy (alpha / beta) is 2.54 / 1.99 eV. For the energy relative to the best compared isomer or geometry (same formula, charge and spin), the calculation gives 1.104 eV. As for the HOMO-LUMO gap (alpha / beta): 7.71 / 7.32 eV.

```
! wB97M-V def2-TZVPD RIJCOSX def2/J DEFGRID3
* xyz -1 2
Cu -0.27 -1.72 0.30
C -0.04 -4.42 2.42
N -1.45 -4.06 2.37
C -2.31 -3.99 3.44
C -3.51 -3.61 2.95
N -3.39 -3.45 1.59
B -4.62 -2.99 0.72
N -4.13 -2.21 -0.54
C -4.50 -2.56 -1.82
C -3.78 -1.82 -2.69
N -2.96 -1.01 -1.93
C -1.92 -0.13 -2.43
C -3.17 -1.27 -0.62
S -2.33 -0.48 0.65
C -2.13 -3.73 1.25
S -1.37 -3.69 -0.31
H 0.17 -4.79 3.42
H 0.60 -3.57 2.19
H 0.16 -5.20 1.68
H -1.98 -4.19 4.45
H -4.43 -3.40 3.45
H -5.22 -3.96 0.33
H -5.29 -2.29 1.43
H -5.24 -3.32 -1.99
H -3.76 -1.80 -3.76
H -1.89 -0.23 -3.52
H -0.95 -0.41 -2.02
H -2.11 0.90 -2.15
C 3.45 -3.22 -0.93
C 2.13 -2.51 -1.19
C 1.28 -3.32 -2.17
O 1.50 -2.32 0.05
H 4.04 -3.33 -1.85
H 3.25 -4.22 -0.52
H 4.04 -2.66 -0.20
H 2.33 -1.54 -1.66
H 1.07 -4.32 -1.77
H 1.80 -3.44 -3.13
H 0.33 -2.83 -2.37
C -1.32 3.94 1.73
N -0.57 4.69 0.74
C 0.19 5.79 1.31
C -0.12 4.05 -0.40
S -0.18 2.42 -0.59
N 0.40 4.91 -1.35
C -0.38 6.08 -1.73
C 1.13 4.33 -2.46
H -1.98 4.63 2.26
H -0.66 3.45 2.45
H -1.91 3.17 1.24
H 0.81 5.43 2.14
H -0.48 6.56 1.69
H 0.85 6.23 0.57
H -1.02 6.39 -0.91
H -1.02 5.84 -2.60
H 0.28 6.90 -2.01
H 1.79 3.55 -2.10
H 1.71 5.12 -2.93
H 0.45 3.88 -3.20
F 3.31 1.29 3.10
C 2.05 0.96 2.77
F 1.43 0.56 3.89
F 1.43 2.06 2.35
S 2.03 -0.45 1.51
O 0.76 -0.05 0.85
O 2.08 -1.54 2.43
N 3.32 -0.16 0.70
S 3.47 0.98 -0.38
O 2.89 0.70 -1.66
O 3.32 2.31 0.15
C 5.29 0.79 -0.61
F 5.96 1.05 0.51
F 5.69 1.68 -1.54
F 5.62 -0.43 -1.04
*
```



Please write out number 2 again, unchanged.
# C3H7O2S2

A 2-piece molecular cluster, C3H7O2S2 overall (ωB97M-V/def2-TZVPD, the OMol25 dataset).

The value obtained for the HOMO energy is -4.42 eV. Its LUMO energy is 3.42 eV. For the energy relative to the best compared isomer or geometry (same formula, charge and spin), the calculation gives 0.038 eV. As for the HOMO-LUMO gap: 7.83 eV.

```
! wB97M-V def2-TZVPD RIJCOSX def2/J DEFGRID3
* xyz -1 1
O -2.21 -0.40 -0.14
C -2.11 -1.37 0.67
O -1.19 -1.61 1.46
H -2.97 -2.08 0.65
C 0.22 1.08 1.82
C 1.34 0.46 1.00
S 1.41 1.12 -0.70
S 0.35 -0.31 -1.76
H -0.73 0.95 1.30
H 0.38 2.15 1.98
H 0.14 0.58 2.79
H 1.19 -0.62 0.93
H 2.31 0.66 1.44
H -0.88 -0.20 -1.07
*
```